13
Properties=species:S:1:pos:R:3:forces:R:3 method="wB97M-V/def2-TZVPD" mol_weight_g_mol=72.1 e_above_lowest_kj_mol=113.1 homo_lumo_gap_ha=0.398 homo_energy_ev=-9.597 energy_ha=-232.40254 spin_multiplicity=1 max_force_ha_per_bohr=0.009
O -1.069517 -0.318849 -0.722540 0.04 0.14 -0.17
C 0.910162 -0.645283 -0.017274 0.08 -0.03 0.08
C -0.110748 -1.366172 -0.897820 0.20 -0.38 -0.20
C -0.540946 1.332145 0.966912 -0.05 -0.01 0.02
C -0.022566 0.558631 -0.227925 0.03 0.22 0.11
H -0.938652 2.311552 0.684165 0.06 -0.14 0.07
H 1.930194 -0.589412 -0.405522 -0.15 0.12 0.12
H 0.206526 -1.399182 -1.946770 0.02 -0.19 0.05
H 0.204645 1.459731 1.758616 0.00 0.03 -0.22
H -0.468852 -2.352705 -0.585516 -0.06 0.19 -0.04
H 0.921137 -0.979329 1.025043 -0.04 -0.02 -0.18
H 0.349306 1.212330 -1.034633 -0.18 -0.10 0.16
H -1.359605 0.723355 1.357185 0.05 0.18 0.20

***

13
Properties=species:S:1:pos:R:3:forces:R:3 method="wB97M-V/def2-TZVPD" mol_weight_g_mol=72.1 e_above_lowest_kj_mol=231.1 homo_lumo_gap_ha=0.369 homo_energy_ev=-8.944 energy_ha=-232.35760 spin_multiplicity=1 max_force_ha_per_bohr=0.007
O -0.534594 1.558570 0.145699 0.06 0.07 -0.08
C -0.389814 0.719207 -0.937749 0.05 -0.05 -0.26
C 1.900996 -0.867967 0.352862 0.22 0.00 0.03
C -1.389134 -0.128417 -0.690728 -0.09 0.17 -0.17
C -1.672603 0.721730 0.521930 -0.32 -0.07 0.20
H 0.841973 -0.979908 0.157993 0.03 -0.02 0.07
H -1.829657 -0.994755 -1.159763 0.10 0.14 0.10
H -1.507636 0.292582 1.513483 -0.01 -0.02 -0.14
H -2.596759 1.302070 0.493425 0.08 -0.01 0.07
H 0.426832 0.862284 -1.638260 -0.23 0.00 0.04
H 2.189667 0.181447 0.240698 -0.09 -0.18 0.05
H 2.110519 -1.193504 1.370551 0.14 -0.04 -0.06
H 2.450213 -1.473337 -0.370140 0.06 0.01 0.15

***

13
Properties=species:S:1:pos:R:3:forces:R:3 method="wB97M-V/def2-TZVPD" mol_weight_g_mol=72.1 smiles="C1=CC1.[H][H].C=O" e_above_lowest_kj_mol=458.6 homo_lumo_gap_ha=0.380 homo_energy_ev=-9.656 energy_ha=-232.27097 spin_multiplicity=1 max_force_ha_per_bohr=0.013
O 1.542752 -0.472268 1.474963 0.31 0.56 -0.27
C -1.054246 -0.340527 -1.057219 0.06 0.31 -0.22
C -0.385631 0.763302 -0.984039 -0.25 -0.12 -0.29
C -1.369380 0.524528 0.125538 -0.18 0.08 0.25
C 1.772870 0.399250 0.673168 0.08 -0.22 0.32
H 2.309276 0.207072 -0.277317 -0.05 -0.07 0.17
H 0.293067 1.458072 -1.451973 -0.06 -0.08 0.08
H -2.308405 1.083638 0.137703 0.14 -0.10 0.03
H 1.472889 1.448184 0.856211 0.03 -0.10 0.01
H -1.320404 -1.229995 -1.604539 0.06 0.11 0.08
H -0.250301 -2.128949 0.266418 0.03 -0.20 0.10
H -1.009586 0.230499 1.118155 -0.04 0.03 -0.23
H 0.307103 -1.942809 0.722928 -0.13 -0.21 -0.05

***

13
Properties=species:S:1:pos:R:3:forces:R:3 method="wB97M-V/def2-TZVPD" mol_weight_g_mol=72.1 e_above_lowest_kj_mol=579.6 homo_lumo_gap_ha="0.295 / 0.346" homo_energy_ev="-7.813 / -8.871" energy_ha=-232.22489 spin_multiplicity=1 max_force_ha_per_bohr=0.050
O 1.815522 -0.884140 0.539984 0.94 -0.65 1.03
C 1.108220 -1.083029 -0.702056 1.39 0.61 -0.83
C 0.777704 -0.073207 0.329292 -0.37 -0.28 -1.10
C 0.940268 1.391036 0.371743 -1.84 1.15 -1.35
C -2.411243 -0.483651 0.127310 -0.73 0.26 -0.31
H 1.375292 1.712261 1.270428 0.70 0.10 1.53
H 1.820251 -0.956312 -1.568317 -1.00 0.54 0.79
H -0.117417 1.924960 0.391219 2.30 -0.93 -0.78
H -2.080082 0.361735 0.762314 0.17 -0.40 -1.17
H -2.366720 -0.548434 -1.027252 0.05 0.29 2.40
H -3.177900 -1.039235 0.702040 0.56 -0.10 -0.88
H 1.690689 1.701370 -0.423652 -1.30 0.02 0.47
H 0.625413 -2.023351 -0.773058 -0.87 -0.61 0.19

***

13
Properties=species:S:1:pos:R:3:forces:R:3 method="wB97M-V/def2-TZVPD" mol_weight_g_mol=72.1 e_above_lowest_kj_mol=453.2 homo_lumo_gap_ha=0.363 homo_energy_ev=-9.088 energy_ha=-232.27301 spin_multiplicity=1 max_force_ha_per_bohr=0.083
O -1.152857 1.320992 -0.356530 1.26 2.65 2.79
C -0.862649 0.066242 -0.773196 3.98 -1.34 0.74
C -1.428380 -1.039739 0.090057 -0.13 0.06 -0.13
C 1.761982 0.686958 0.208462 -0.62 2.08 1.82
C 2.795785 0.152890 0.539171 -0.59 0.15 -0.16
H 0.459728 0.056416 -0.519051 -3.38 -1.10 -1.84
H -1.231950 -2.012131 -0.357310 0.05 -0.07 -0.02
H -0.439754 1.592225 0.390560 -2.88 -0.75 -2.31
H -0.964065 -1.015348 1.075462 -0.05 -0.02 0.10
H 0.980702 1.511900 0.462806 2.01 -1.52 -0.91
H -2.505849 -0.927406 0.209103 -0.09 0.00 0.02
H -1.078048 -0.040690 -1.839391 0.19 0.05 0.12
H 3.665354 -0.352311 0.869857 0.24 -0.20 -0.21

***

13
Properties=species:S:1:pos:R:3:forces:R:3 method="wB97M-V/def2-TZVPD" mol_weight_g_mol=72.1 smiles="C=CO.C=C" e_above_lowest_kj_mol=217.3 homo_lumo_gap_ha=0.380 homo_energy_ev=-9.478 energy_ha=-232.36287 spin_multiplicity=1 max_force_ha_per_bohr=0.022
O 1.813913 -0.406562 -0.223761 -0.51 -0.03 0.22
C 0.301617 -1.796249 -1.392273 -0.87 -0.28 0.14
C -0.457447 1.005396 1.607083 0.90 0.28 0.04
C -1.658382 1.300938 1.146625 -0.08 0.44 -0.10
C 0.842776 -0.609235 -1.192723 1.02 -0.27 -0.41
H -2.001597 1.006312 0.163063 0.11 -0.10 -0.04
H 0.652835 0.255831 -1.818706 0.09 -0.12 -0.25
H 0.280312 -2.582373 -0.649007 0.79 -0.07 -0.01
H 2.566790 0.002733 -0.658389 0.01 0.16 0.07
H -0.274983 -2.029838 -2.276109 -0.39 0.51 0.07
H -0.086856 1.342915 2.570972 -0.40 0.12 0.08
H -2.317077 1.967348 1.692269 -0.14 -0.31 0.18
H 0.338098 0.542783 1.030954 -0.52 -0.35 -0.01

***

13
Properties=species:S:1:pos:R:3:forces:R:3 method="wB97M-V/def2-TZVPD" mol_weight_g_mol=72.1 smiles="C=CC.C=O" e_above_lowest_kj_mol=158.9 homo_lumo_gap_ha=0.398 homo_energy_ev=-9.824 energy_ha=-232.38511 spin_multiplicity=1 max_force_ha_per_bohr=0.010
O 2.356277 -0.425475 0.448002 -0.09 0.47 -0.22
C -0.927243 -0.189193 -0.531077 -0.03 0.20 0.03
C 2.070007 0.634417 -0.049686 0.05 -0.26 0.13
C -0.945940 1.092805 -0.170588 -0.02 -0.15 -0.04
C -0.899237 -1.343686 0.435628 0.02 -0.03 0.02
H -0.927807 -0.435761 -1.592577 0.00 0.07 0.12
H -0.719086 -2.292428 -0.075906 -0.03 0.14 0.06
H 1.867720 1.537147 0.559002 0.05 -0.12 0.00
H 1.993388 0.780070 -1.144678 0.06 -0.11 0.11
H -1.852386 -1.426707 0.970182 0.14 0.00 -0.07
H -0.102423 -1.212089 1.175251 -0.13 -0.01 -0.08
H -0.956170 1.384422 0.878971 0.02 -0.05 -0.14
H -0.957101 1.896478 -0.902524 -0.04 -0.15 0.08

***

13
Properties=species:S:1:pos:R:3:forces:R:3 method="wB97M-V/def2-TZVPD" mol_weight_g_mol=72.1 smiles="C=C[C@H]1CO1.[H][H]" e_above_lowest_kj_mol=273.2 homo_lumo_gap_ha=0.400 homo_energy_ev=-9.701 energy_ha=-232.34159 spin_multiplicity=1 max_force_ha_per_bohr=0.005
O -1.146129 0.904641 0.816207 -0.02 0.21 0.11
C -0.766399 0.036590 -0.248036 0.11 -0.10 -0.24
C 0.628239 -0.461450 -0.216404 0.06 -0.09 -0.09
C -1.737303 -0.381220 0.771719 -0.16 -0.22 0.04
C 1.330130 -0.772058 -1.300696 -0.05 0.04 0.09
H 1.057861 -0.561721 0.779785 -0.04 -0.03 -0.15
H 2.347242 -1.145548 -1.228089 -0.16 0.04 0.00
H -2.799201 -0.401273 0.527162 0.17 0.01 0.02
H 1.020962 2.075665 1.169524 0.09 0.03 -0.02
H 0.915611 -0.661110 -2.301063 0.04 0.01 0.16
H -1.422386 -1.069441 1.557410 -0.02 0.13 -0.14
H 1.714141 2.099877 0.900138 -0.04 0.05 0.05
H -1.142768 0.337049 -1.227658 0.03 -0.08 0.16

***

13
Properties=species:S:1:pos:R:3:forces:R:3 method="wB97M-V/def2-TZVPD" mol_weight_g_mol=72.1 smiles=CC1(C)CO1 e_above_lowest_kj_mol=360.8 homo_lumo_gap_ha=0.392 homo_energy_ev=-9.659 energy_ha=-232.30822 spin_multiplicity=1 max_force_ha_per_bohr=0.050
O 0.011380 1.009395 -1.150712 -0.70 -0.87 -0.46
C 1.311134 -0.639520 0.182131 0.11 -0.08 -0.05
C -1.229736 -0.678498 -0.070934 -0.08 -0.10 0.23
C -0.024661 1.538763 0.428658 -0.10 0.08 -1.69
C 0.039907 0.139571 -0.024052 0.04 -0.43 -0.34
H 1.438421 -1.367644 -0.624286 0.03 0.03 0.09
H -2.078571 -0.047234 -0.353491 0.16 -0.08 0.10
H -1.433344 -1.152313 0.889827 -0.03 -0.04 0.01
H 0.692814 1.938974 -0.454983 0.21 1.12 2.32
H -1.123162 -1.463474 -0.829470 -0.02 0.13 0.18
H 1.269366 -1.177601 1.135452 0.00 0.06 -0.13
H 2.173884 0.031027 0.205663 -0.12 -0.09 -0.05
H -1.047435 1.868552 0.666195 0.51 0.27 -0.21

***

13
Properties=species:S:1:pos:R:3:forces:R:3 method="wB97M-V/def2-TZVPD" mol_weight_g_mol=72.1 smiles=CC[C@H]1CO1 e_above_lowest_kj_mol=129.2 homo_lumo_gap_ha=0.416 homo_energy_ev=-10.156 energy_ha=-232.39643 spin_multiplicity=1 max_force_ha_per_bohr=0.006
O -1.700001 -1.096406 0.259463 -0.20 -0.07 0.16
C -0.136665 0.864084 0.532998 -0.07 0.00 -0.02
C -0.672293 -1.418558 -0.661952 0.24 -0.13 -0.18
C -1.000025 -0.021661 -0.356125 0.08 0.23 -0.09
C 1.368278 0.634339 0.361819 0.05 -0.03 0.00
H -0.435239 0.691108 1.573583 0.04 0.03 -0.15
H 1.708652 -0.242488 0.921637 -0.06 0.08 -0.11
H -1.003270 -1.857187 -1.604864 0.03 0.08 0.18
H 1.948331 1.492611 0.712339 -0.09 -0.10 0.01
H 1.612894 0.472600 -0.692597 0.02 0.07 0.11
H -0.376219 1.911224 0.311552 0.03 -0.19 0.01
H 0.218823 -1.876034 -0.229262 -0.17 0.13 -0.04
H -1.601712 0.506193 -1.100075 0.09 -0.09 0.14